{
  "formula": "C4H10O2",
  "method": "ωB97M-V/def2-TZVPD",
  "elements": ["C", "O", "C", "C", "C", "O", "H", "H", "H", "H", "H", "H", "H", "H", "H", "H"],
  "xyz": [[2.36, -0.93, -0.32], [1.71, 0.01, 0.51], [-0.16, 0.72, -0.37], [-0.84, 0.41, 0.86], [-2.26, 0.41, -0.20], [-0.59, -0.71, 1.43], [1.64, -1.58, -0.85], [2.95, -0.38, -1.07], [3.03, -1.56, 0.27], [0.02, -0.08, -1.08], [0.00, 1.74, -0.71], [-1.07, 1.31, 1.46], [-2.98, 0.27, 0.61], [-2.27, -0.48, -0.83], [-2.54, 1.31, -0.76], [1.00, -0.47, 1.05]],
  "gap_ev": 8.947,
  "e_above_lowest_kj_mol": 425.2
}